ORCA calculation (ωB97M-V/def2-TZVPD) on a structure of composition C28H53BeO2PSe2Si2.

Summary:
* calculated total energy: -190132.7885 eV
* orbital gap: 8.13 eV
* energy above the lowest of the compared OMol25 structures with the same formula, charge and spin: 0.000 eV
* HOMO: -0.288 Ha
* M: 675.81 g mol⁻¹

```
! wB97M-V def2-TZVPD RIJCOSX def2/J DEFGRID3
* xyz 0 1
O -1.51 0.40 0.05
O -1.57 -0.50 -4.58
C -2.78 -0.36 0.19
C -3.57 0.04 1.42
H -2.50 -1.42 0.23
H -3.37 -0.15 -0.71
H -2.94 0.17 2.32
H -4.33 -0.73 1.62
H -4.12 0.98 1.26
C -1.86 1.86 -0.07
C -2.56 2.14 -1.38
H -0.91 2.40 0.03
H -2.51 2.12 0.79
H -2.07 1.70 -2.25
H -2.53 3.24 -1.51
H -3.61 1.85 -1.36
C -0.65 -0.01 -5.56
C -2.90 -0.72 -5.06
C -0.44 1.49 -5.49
H -1.00 -0.27 -6.58
H 0.29 -0.53 -5.34
H -1.37 2.03 -5.73
H 0.33 1.75 -6.23
H -0.08 1.78 -4.49
C -3.53 0.51 -5.67
H -3.45 -1.05 -4.17
H -2.91 -1.53 -5.81
H -3.47 1.37 -5.00
H -4.58 0.29 -5.84
H -3.06 0.77 -6.62
H -1.01 -1.25 -2.37
Be -0.20 -0.04 1.00
C -0.06 -1.84 -2.40
Si -0.17 -3.47 -3.34
H 0.68 -1.18 -2.87
H 0.25 -2.01 -1.35
C -1.90 -4.16 -3.16
C 1.05 -4.77 -2.73
C 0.16 -3.41 -5.19
C 0.23 -1.69 1.11
Si 0.94 -2.38 2.73
H 1.01 -1.98 0.37
H -0.64 -2.33 0.86
C 1.56 -4.17 2.35
C -0.29 -2.68 4.14
C 2.46 -1.55 3.47
H -0.15 -4.37 -5.65
H 1.24 -3.29 -5.40
H -0.37 -2.61 -5.71
H -2.12 -4.44 -2.12
H -2.01 -5.06 -3.78
H -2.66 -3.44 -3.48
H 1.19 -4.74 -1.64
H 2.04 -4.64 -3.19
H 0.71 -5.79 -2.99
H -1.28 -2.97 3.76
H -0.40 -1.80 4.79
H 0.10 -3.51 4.76
H 2.20 -0.81 4.25
H 3.08 -1.05 2.71
H 3.08 -2.32 3.95
H 1.99 -4.63 3.25
H 2.34 -4.16 1.58
H 0.74 -4.82 2.01
Se 1.49 1.55 0.57
P 1.38 2.15 2.67
Se -0.16 0.66 3.27
C 3.01 2.06 3.50
C 3.10 2.37 4.86
C 4.33 2.20 5.52
C 5.43 1.71 4.82
C 5.33 1.41 3.46
C 4.11 1.58 2.80
C 0.93 3.88 3.09
C 1.01 4.91 2.14
C 0.57 6.20 2.50
C 0.01 6.43 3.77
C -0.06 5.39 4.70
C 0.41 4.12 4.36
H 2.24 2.76 5.41
H 4.41 2.44 6.58
H 6.38 1.56 5.35
H 6.20 1.03 2.92
H 3.99 1.35 1.73
H 1.43 4.70 1.16
H 0.67 7.02 1.79
H -0.38 7.41 4.03
H -0.46 5.55 5.69
H 0.38 3.33 5.11
*
```

=====

ORCA calculation (ωB97M-V/def2-TZVPD) on a cluster of 6 separate species, C28H53Cl2F5N2O9PS in total.

Summary:
* calculated total energy: -110047.3618 eV
* orbital gap: 7.94 eV
* HOMO: -0.401 Ha
* M: 790.67 g mol⁻¹

```
! wB97M-V def2-TZVPD RIJCOSX def2/J DEFGRID3
* xyz 1 1
C 3.42 -0.70 1.31
C 2.81 -1.69 0.32
O 2.16 -0.99 -0.77
N 0.82 -1.30 -0.85
C 0.15 -1.03 -2.16
Cl 0.78 -2.33 -3.23
C -1.43 -1.14 -1.88
Cl -2.10 -2.59 -2.66
C -1.42 -1.27 -0.33
S -2.88 -0.94 0.67
O -3.68 -2.11 0.68
O -2.40 -0.70 1.99
C -3.84 0.58 0.17
F -3.74 1.43 1.16
F -3.38 1.17 -0.91
C -5.35 0.24 0.05
F -5.58 -0.63 -0.88
F -5.98 1.33 -0.29
F -5.79 -0.15 1.19
C -0.08 -0.69 0.16
P -0.27 1.17 -0.28
N -0.56 1.96 1.17
O 1.21 1.68 -0.76
H 3.73 0.22 0.84
H 2.73 -0.54 2.13
H 4.29 -1.20 1.74
H 2.11 -2.31 0.88
H 3.57 -2.35 -0.09
H 0.78 -2.34 -0.85
H 0.48 -0.15 -2.70
H -1.97 -0.32 -2.33
H -1.31 -2.36 -0.19
H 0.19 -0.89 1.19
H -1.45 2.45 1.15
H -0.47 1.38 2.00
H 1.09 2.34 -1.47
C 0.66 4.54 4.65
C 1.78 3.99 5.52
C 1.80 2.52 5.13
O 1.37 2.46 3.76
C 0.84 3.73 3.37
H 0.71 5.61 4.48
H -0.31 4.31 5.10
H 2.73 4.46 5.24
H 1.62 4.14 6.58
H 1.09 1.94 5.73
H 2.79 2.07 5.22
H 1.55 4.21 2.70
H -0.09 3.58 2.83
C 7.84 1.27 -2.20
C 6.45 1.89 -2.24
C 5.66 0.96 -1.34
O 6.57 0.45 -0.37
C 7.92 0.78 -0.76
H 8.64 1.95 -2.45
H 7.88 0.42 -2.88
H 6.48 2.90 -1.80
H 6.04 1.97 -3.24
H 5.26 0.11 -1.91
H 4.83 1.46 -0.83
H 8.28 1.56 -0.09
H 8.55 -0.10 -0.64
C -6.23 -3.99 4.51
C -5.26 -3.03 3.83
C -3.98 -3.27 4.63
O -4.02 -4.63 5.06
C -5.32 -5.17 4.83
H -7.08 -4.27 3.89
H -6.61 -3.55 5.43
H -5.11 -3.33 2.79
H -5.58 -1.99 3.85
H -3.94 -2.63 5.52
H -3.08 -3.10 4.04
H -5.27 -5.87 3.99
H -5.65 -5.72 5.72
C 7.60 -3.76 -4.47
C 6.81 -3.91 -3.18
C 6.36 -2.48 -2.92
O 6.21 -1.86 -4.20
C 6.79 -2.70 -5.21
H 7.70 -4.68 -5.04
H 8.60 -3.38 -4.26
H 5.94 -4.55 -3.34
H 7.39 -4.32 -2.35
H 7.12 -1.91 -2.36
H 5.41 -2.42 -2.38
H 5.98 -3.15 -5.79
H 7.40 -2.09 -5.88
C -9.07 2.92 -3.57
C -7.93 2.47 -2.66
C -6.80 3.38 -3.12
O -7.40 4.60 -3.56
C -8.82 4.42 -3.67
H -10.06 2.68 -3.18
H -8.97 2.45 -4.55
H -8.18 2.68 -1.62
H -7.69 1.41 -2.75
H -6.26 2.94 -3.97
H -6.08 3.60 -2.33
H -9.29 4.96 -2.85
H -9.17 4.84 -4.61
*
```

=====

ORCA calculation (ωB97M-V/def2-TZVPD) on a cluster of 2 separate species, C28H53N2O2 in total.

Summary:
* calculated total energy: -36956.9500 eV
* orbital gap: 8.40 eV
* HOMO: -0.394 Ha
* M: 449.74 g mol⁻¹

```
! wB97M-V def2-TZVPD RIJCOSX def2/J DEFGRID3
* xyz 1 1
C 1.71 2.27 -0.58
C 2.85 1.65 -0.83
C 4.22 0.91 -1.32
C 3.99 -0.69 -1.21
C 4.15 -1.50 -2.60
C 2.90 -1.35 -3.62
C 2.63 0.14 -4.24
C 1.23 0.67 -3.57
O 0.76 1.81 -3.89
N 0.73 -0.36 -2.62
C 1.39 -1.63 -3.10
C 1.04 -3.00 -2.33
C -0.58 -3.23 -2.55
C -1.33 -3.64 -1.15
C -1.81 -2.21 -0.49
C -3.32 -1.78 -0.97
C -3.45 -0.18 -0.86
C -4.53 0.49 -1.86
C -4.46 -0.02 -3.39
C -2.97 -0.18 -4.00
O -2.85 0.66 -5.18
C -2.47 2.02 -4.81
H 0.64 2.71 -0.60
H 5.03 1.25 -0.55
H 4.57 1.27 -2.35
H 4.83 -1.09 -0.51
H 2.99 -0.98 -0.67
H 5.07 -1.03 -3.15
H 4.39 -2.61 -2.47
H 3.05 -2.12 -4.45
H 2.50 -0.10 -5.37
H 3.52 0.87 -4.24
H 0.88 -0.20 -1.61
H 0.83 -1.79 -4.12
H 1.23 -2.94 -1.19
H 1.54 -3.94 -2.80
H -1.07 -2.22 -2.87
H -0.81 -3.98 -3.39
H -0.57 -4.17 -0.47
H -2.23 -4.34 -1.35
H -1.09 -1.38 -0.84
H -1.84 -2.35 0.66
H -4.09 -2.24 -0.22
H -3.49 -2.22 -2.02
H -2.42 0.33 -1.10
H -3.70 0.11 0.23
H -5.59 0.22 -1.46
H -4.46 1.64 -1.79
H -4.96 -1.07 -3.43
H -5.10 0.68 -4.05
H -2.86 -1.29 -4.35
H -2.11 0.01 -3.26
H -1.97 2.10 -3.78
H -1.75 2.43 -5.64
H -3.45 2.65 -4.74
C 2.92 -0.28 2.50
C 1.40 -0.19 2.43
C 0.85 1.17 2.87
N 0.44 1.28 4.36
C -0.92 0.59 4.55
C -1.51 0.87 5.93
C -1.61 2.36 6.22
C -0.28 3.06 6.02
C 0.30 2.78 4.65
C 1.49 0.67 5.26
H 3.28 -0.37 3.53
H 3.27 -1.17 1.97
H 3.39 0.59 2.05
H 0.93 -1.02 2.96
H 1.13 -0.31 1.37
H -0.04 1.42 2.29
H 1.59 1.96 2.68
H -1.59 0.98 3.78
H -0.78 -0.48 4.40
H -2.51 0.43 5.99
H -0.92 0.38 6.71
H -1.96 2.51 7.25
H -2.36 2.81 5.56
H 0.42 2.77 6.81
H -0.42 4.14 6.14
H 1.30 3.23 4.55
H -0.35 3.20 3.87
H 2.44 1.15 5.05
H 1.53 -0.40 5.08
H 1.22 0.84 6.30
*
```

=====

ORCA calculation (ωB97M-V/def2-TZVPD) on a structure of composition C28H54Br8F3NiO10S4.

Summary:
* calculated total energy: -703250.0069 eV
* orbital gap (alpha / beta): 6.24 / 5.04 eV
* HOMO (alpha / beta): -0.417 / -0.417 Ha
* M: 1433.92 g mol⁻¹

```
! wB97M-V def2-TZVPD RIJCOSX def2/J DEFGRID3
* xyz 1 3
Ni 4.05 -1.91 -1.76
C 0.94 -1.39 -0.24
O 0.70 0.09 -0.29
O 2.18 -1.53 -0.76
C 0.63 -2.03 1.21
F -0.67 -2.40 1.28
F 1.11 -3.23 1.49
F 0.85 -1.23 2.32
C -0.62 0.52 -0.44
C -0.50 2.01 -0.45
H 0.21 2.39 0.28
H -0.12 2.38 -1.41
H -1.43 2.45 -0.10
H -1.15 0.22 0.46
H -1.19 0.07 -1.25
H 0.21 -1.74 -0.96
C 3.43 -6.76 -2.79
C 2.11 -7.08 -1.91
C 1.93 -5.80 -1.02
S 3.73 -5.31 -0.56
O 4.21 -5.89 0.66
O 4.00 -3.85 -0.71
C 4.62 -6.19 -1.92
H 3.16 -5.96 -3.48
H 3.70 -7.68 -3.31
H 2.28 -7.98 -1.32
H 1.19 -7.31 -2.44
H 1.31 -5.89 -0.13
H 1.60 -4.98 -1.66
H 5.13 -7.00 -1.40
H 5.39 -5.56 -2.37
C -3.12 6.41 -3.42
C -3.32 5.02 -2.76
C -2.71 3.93 -3.60
S -1.19 4.73 -4.42
O -1.32 4.64 -5.86
O 0.04 4.40 -3.67
C -1.66 6.48 -3.92
H -3.19 7.36 -2.90
H -3.79 6.45 -4.28
H -4.37 4.86 -2.52
H -2.68 5.02 -1.87
H -3.43 3.68 -4.39
H -2.42 3.00 -3.12
H -1.53 7.23 -4.71
H -0.88 6.66 -3.18
C -2.73 0.90 4.04
C -3.13 1.63 2.88
C -2.67 3.12 3.15
S -1.04 2.97 4.03
O -1.16 3.67 5.31
O 0.06 3.18 3.11
C -1.21 1.19 4.19
H -3.05 -0.13 3.88
H -3.23 1.20 4.96
H -4.22 1.57 2.86
H -2.71 1.22 1.96
H -3.37 3.49 3.89
H -2.60 3.80 2.29
H -0.72 0.94 5.13
H -0.56 0.77 3.43
C 3.98 1.50 1.63
C 3.85 0.66 2.86
C 4.59 -0.67 2.62
S 5.70 -0.54 1.11
O 5.14 -1.21 -0.06
O 7.11 -0.77 1.44
C 5.50 1.27 1.01
H 3.81 2.57 1.80
H 3.29 1.34 0.80
H 2.85 0.52 3.26
H 4.33 1.19 3.68
H 3.93 -1.53 2.59
H 5.37 -0.86 3.36
H 5.74 1.66 0.02
H 6.16 1.83 1.67
Br -2.61 -2.84 3.39
C -3.85 -3.70 4.66
C -3.33 -5.03 5.24
Br -4.39 -5.53 6.81
H -4.85 -3.78 4.22
H -3.88 -3.14 5.60
H -2.30 -4.92 5.56
H -3.32 -5.79 4.46
Br 2.87 4.92 0.40
C 0.98 5.35 0.68
C 0.70 6.89 0.55
Br 0.88 7.46 -1.30
H 0.69 4.93 1.64
H 0.43 4.73 -0.03
H 1.28 7.52 1.21
H -0.35 6.99 0.80
Br -2.11 -4.31 -1.41
C -3.29 -2.81 -0.85
C -4.71 -3.13 -1.29
Br -5.70 -1.41 -1.28
H -3.01 -1.90 -1.37
H -3.28 -2.72 0.24
H -5.24 -3.89 -0.72
H -4.91 -3.37 -2.34
Br -2.32 -2.05 -4.72
C -0.51 -1.50 -4.10
C 0.09 -0.71 -5.33
Br -0.86 1.02 -5.48
H 0.04 -2.39 -3.77
H -0.63 -0.86 -3.23
H -0.06 -1.34 -6.20
H 1.14 -0.44 -5.33
*
```

=====

ORCA calculation (ωB97M-V/def2-TZVPD) on a cluster of 2 separate species, C28H54N3O6P in total.

Summary:
* calculated total energy: -55949.7786 eV
* orbital gap: 8.12 eV
* HOMO: -0.286 Ha
* M: 559.73 g mol⁻¹
* structure (SMILES): CCCCN[C@@H]1NC(=O)[C@@](CCCCOC(C)=O)(P(C)CC)[C@@]1(CCO)CCN(CC)C(C)=O.CC(C)=O

```
! wB97M-V def2-TZVPD RIJCOSX def2/J DEFGRID3
* xyz 0 1
C -3.90 0.56 -4.40
C -3.34 1.71 -3.40
C -3.36 1.23 -1.85
C -1.92 0.65 -1.37
N -1.61 1.11 0.02
C -1.75 0.04 1.04
N -2.60 0.68 2.13
C -1.61 1.02 3.16
O -2.07 1.65 4.13
C -0.07 0.57 2.86
C 0.98 1.71 2.44
C 0.38 2.97 1.67
C 1.04 3.24 0.22
C 2.58 3.66 0.32
O 3.50 2.53 0.32
C 3.90 2.23 -1.00
C 5.44 1.85 -1.24
O 3.13 2.22 -1.99
P 0.39 -0.08 4.62
C 0.61 1.34 5.83
C 2.10 -0.94 4.58
C 3.32 0.02 4.18
C -0.43 -0.57 1.75
C 0.55 -0.69 0.47
C 1.97 -1.38 0.83
O 3.11 -0.53 0.56
C -0.96 -1.99 2.27
C -0.86 -3.18 1.21
N -1.76 -3.05 0.03
C -3.17 -3.44 0.35
C -3.83 -4.50 -0.64
C -1.23 -3.71 -1.17
C -0.59 -5.17 -1.20
O -1.30 -3.06 -2.24
H -3.02 0.13 -5.00
H -4.60 1.07 -5.16
H -4.41 -0.29 -3.83
H -2.29 1.96 -3.78
H -3.95 2.67 -3.50
H -4.12 0.38 -1.80
H -3.69 2.13 -1.23
H -1.15 1.19 -2.05
H -1.81 -0.46 -1.53
H -2.12 1.96 0.28
H -2.51 -0.67 0.57
H -3.20 -0.07 2.50
H 1.54 2.13 3.36
H 1.83 1.29 1.78
H 0.63 3.92 2.28
H -0.74 2.99 1.53
H 0.83 2.40 -0.53
H 0.49 4.17 -0.19
H 2.80 4.32 -0.59
H 2.79 4.33 1.23
H 6.05 2.76 -1.57
H 5.45 1.10 -2.11
H 5.84 1.41 -0.27
H 1.62 1.88 5.77
H 0.56 0.89 6.89
H -0.19 2.14 5.79
H 2.08 -1.93 4.00
H 2.28 -1.25 5.68
H 3.21 1.10 4.49
H 4.27 -0.44 4.66
H 3.46 -0.01 3.04
H 0.06 -1.22 -0.42
H 0.83 0.35 0.07
H 2.06 -2.28 0.10
H 1.94 -1.84 1.87
H 3.89 -1.08 0.77
H -0.44 -2.36 3.22
H -2.07 -1.90 2.56
H 0.18 -3.40 0.83
H -1.20 -4.13 1.78
H -3.31 -3.83 1.41
H -3.80 -2.48 0.29
H -4.90 -4.67 -0.28
H -3.92 -4.09 -1.71
H -3.26 -5.49 -0.65
H 0.51 -5.03 -1.49
H -0.60 -5.64 -0.17
H -1.15 -5.81 -1.97
C 2.21 1.91 -5.00
C 0.72 1.81 -5.19
C 0.12 0.42 -5.26
O 0.02 2.80 -5.27
H 2.49 2.96 -4.97
H 2.50 1.44 -4.06
H 2.72 1.43 -5.84
H 0.32 -0.11 -4.33
H 0.54 -0.12 -6.11
H -0.96 0.50 -5.39
*
```